1.
ORCA calculation (ωB97M-V/def2-TZVPD) on C23H23NSr as an isolated structure.

Values from the calculation:
Gap between HOMO and LUMO (alpha / beta)   5.404 / 3.281 eV
Largest force on an atom   3.24 eV/Å
Net charge   0
Energy above the lowest of the compared OMol25 structures with the same formula, charge and spin   0.00 kJ/mol
E_LUMO (alpha / beta)   -1.20 / -1.10 eV
Molar mass   401.064 Da

Last column: Mulliken charge in e.
Geometry (Å):
C 0.70 -1.51 -2.85  0.20
C -0.01 1.72 -2.63  -0.18
C -0.75 -1.50 -2.86  -0.45
H 1.04 -2.32 -3.53  0.39
C -1.27 1.50 -2.23  -0.53
H 0.57 2.50 -2.11  0.34
H -1.21 -2.37 -2.37  0.53
H -1.65 2.10 -1.39  0.33
C -1.66 -0.66 -3.60  -1.04
H -2.54 -1.29 -3.86  0.36
H -1.26 -0.29 -4.55  0.50
C 1.52 -0.24 -3.23  -0.50
H 2.21 -0.51 -4.04  0.34
H 2.15 0.02 -2.37  0.19
C 0.77 1.01 -3.70  -0.80
H 0.16 0.78 -4.58  0.33
H 1.54 1.73 -4.04  0.39
C -2.26 0.56 -2.81  -0.41
H -2.94 1.08 -3.50  0.38
H -2.89 0.18 -2.00  0.24
Sr 0.96 -1.89 0.70  1.54
H 1.07 -1.89 -1.84  -0.65
C -3.72 -2.08 0.97  -0.81
C -3.71 -1.83 2.34  -0.64
C -2.61 -1.21 2.94  -0.77
C -1.49 -0.82 2.14  0.96
C -1.51 -1.17 0.80  -0.75
C -2.58 -1.74 0.17  -0.13
C -0.30 -0.14 2.71  1.10
C -0.10 0.15 4.07  -0.57
C 1.09 0.72 4.48  -1.13
C 2.07 1.13 3.55  1.05
C 3.36 1.62 3.88  -0.72
C 4.27 1.93 2.87  -0.54
C 3.92 1.80 1.51  -0.51
C 2.67 1.31 1.16  -0.89
C 1.77 0.94 2.17  -0.22
N 0.70 0.13 1.83  -0.35
H -4.60 -2.51 0.48  0.37
H -4.57 -2.10 2.95  0.35
H -2.59 -0.98 4.01  0.27
H -2.58 -1.92 -0.90  0.05
H -0.87 -0.13 4.78  0.32
H 1.29 0.87 5.54  0.35
H 3.61 1.73 4.93  0.36
H 5.25 2.29 3.15  0.35
H 4.64 2.08 0.74  0.39
H 2.34 1.22 0.11  0.62



2.
ORCA calculation (ωB97M-V/def2-TZVPD) on C28H35AlN3O as an isolated structure.

Values from the calculation:
Gap between HOMO and LUMO (alpha / beta)   4.524 / 4.061 eV
Largest force on an atom   4.08 eV/Å
Net charge   -1
Energy above the lowest of the compared OMol25 structures with the same formula, charge and spin   0.00 kJ/mol
E_LUMO (alpha / beta)   2.84 / 2.86 eV
Molar mass   456.590 Da

Last column: Mulliken charge in e.
Geometry (Å):
Al -0.59 -0.28 0.06  -1.17
N -2.09 -2.92 0.20  0.32
N 0.85 -1.97 -0.77  0.55
C 0.23 2.29 -0.35  0.21
C 1.59 2.00 -0.14  1.26
C 1.74 1.18 0.99  0.63
C 3.01 0.78 1.63  -1.97
H 3.87 1.27 1.14  0.46
H 3.16 -0.30 1.57  0.25
H 3.04 1.06 2.70  0.35
C 0.44 0.87 1.51  1.51
C 0.16 0.38 2.90  -1.96
H -0.05 1.21 3.59  0.28
H 1.02 -0.17 3.30  0.49
H -0.72 -0.29 2.91  0.37
C -0.54 1.65 0.70  1.60
C -1.85 2.15 1.22  -1.90
H -2.34 1.39 1.84  0.38
H -2.52 2.41 0.40  0.35
H -1.70 3.05 1.84  0.35
C 2.73 2.56 -0.91  -2.37
H 3.40 3.16 -0.28  0.46
H 2.39 3.20 -1.73  0.44
H 3.35 1.75 -1.34  0.33
C -0.33 3.18 -1.39  -1.87
H -1.42 3.18 -1.37  0.32
H -0.01 2.86 -2.39  0.15
H 0.01 4.22 -1.25  0.32
C -3.10 -3.82 0.15  -0.47
H -4.10 -3.38 0.10  0.36
C -2.82 -5.17 0.27  -0.53
H -3.64 -5.88 0.20  0.36
C -1.51 -5.57 0.56  -0.53
H -1.29 -6.62 0.76  0.33
C -0.49 -4.60 0.66  -0.64
H 0.52 -4.85 0.96  0.41
C -0.78 -3.25 0.41  0.17
C 0.25 -2.19 0.46  -0.36
H 0.98 -2.32 1.27  0.75
C 0.05 -1.18 -1.62  -0.46
C 2.17 -1.92 -1.20  -0.80
H 2.90 -2.55 -0.71  0.57
C 2.22 -1.20 -2.34  -0.57
H 3.09 -0.95 -2.96  0.56
N 0.91 -0.79 -2.64  0.33
C 0.33 -0.07 -3.70  -0.11
C 0.91 1.07 -4.32  1.06
C 0.06 1.87 -5.09  -0.81
H 0.49 2.71 -5.64  0.23
C -1.31 1.63 -5.17  1.04
C -2.21 2.49 -5.99  -1.59
H -3.12 2.75 -5.43  0.34
H -2.53 1.97 -6.91  0.30
H -1.69 3.41 -6.28  0.36
C -1.86 0.52 -4.52  -1.24
H -2.93 0.31 -4.58  0.30
C -1.04 -0.36 -3.83  1.02
C -1.63 -1.60 -3.26  -1.23
H -1.38 -2.48 -3.88  0.34
H -2.72 -1.54 -3.18  0.21
H -1.12 -1.79 -2.19  0.64
C 2.37 1.39 -4.25  -1.54
H 2.91 0.91 -5.07  0.31
H 2.84 1.09 -3.31  -0.08
H 2.51 2.47 -4.37  0.40
O -2.35 -0.24 -0.31  -0.85
H -2.70 0.34 -1.02  0.29
H -2.36 -1.93 0.03  -0.01



3.
ORCA calculation (ωB97M-V/def2-TZVPD) on an isolated ion of composition C12H12BCl3NO3 and charge -1.

Values from the calculation:
Gap between HOMO and LUMO   8.658 eV
Largest force on an atom   2.77 eV/Å
Net charge   -1
E_LUMO   2.62 eV
Molar mass   335.403 Da

Last column: Mulliken charge in e.
Geometry (Å):
C 1.81 -1.76 3.82  -1.25
C 1.51 -1.42 2.39  -0.19
O 0.10 -1.05 2.28  -0.34
C -0.30 -1.07 1.00  0.21
C -1.56 -0.31 0.69  1.19
C -2.48 -1.31 0.18  -0.05
N -3.24 -2.09 -0.24  -0.58
O 0.32 -1.66 0.13  -0.60
H 2.88 -1.93 3.91  0.39
H 1.52 -0.95 4.50  0.32
H 1.29 -2.68 4.11  0.31
H 2.09 -0.55 2.04  0.27
H 1.71 -2.27 1.73  0.34
H -1.95 0.22 1.58  0.27
Cl -3.69 3.76 -0.92  -0.38
B -3.07 2.09 -1.61  0.71
Cl -4.53 1.17 -2.40  -0.36
Cl -1.83 2.45 -3.00  -0.34
O -2.55 1.36 -0.54  -0.65
C -1.36 0.66 -0.47  -0.43
C -0.14 1.60 -0.45  0.13
C 1.02 1.14 -1.06  -0.09
C 2.17 1.92 -1.06  -0.75
C 2.16 3.17 -0.43  -0.39
C 0.96 3.67 0.06  -0.68
C -0.21 2.90 0.04  -0.08
H -1.20 0.01 -1.36  0.27
H 0.98 0.20 -1.61  0.36
H 3.07 1.54 -1.54  0.37
H 3.08 3.76 -0.38  0.36
H 0.92 4.68 0.47  0.36
H -1.17 3.34 0.29  0.31



4.
ORCA calculation (ωB97M-V/def2-TZVPD) on an isolated ion of composition C10H22N2O4P and charge -1.

Values from the calculation:
Gap between HOMO and LUMO   7.969 eV
Largest force on an atom   1.40 eV/Å
Net charge   -1
Structure (SMILES)   CCCCCCN[C@](CCN)(C(=O)[O-])P(O)O
E_LUMO   3.28 eV
Molar mass   265.270 Da

Last column: Mulliken charge in e.
Geometry (Å):
C 1.56 -0.28 2.42  -0.66
C 2.93 0.46 2.38  -0.67
C 3.59 0.37 1.00  -0.90
C 2.80 1.10 -0.09  -0.65
C 1.91 0.18 -0.96  -0.74
C 0.43 0.52 -0.85  -0.38
N -0.38 -0.35 -1.69  -0.16
C -1.67 -0.71 -1.10  1.88
C -2.55 0.54 -0.83  -1.21
C -2.76 0.90 0.65  -0.54
N -3.01 2.34 0.86  -0.72
C -1.52 -1.66 0.11  -0.13
O -2.55 -1.98 0.75  -0.74
O -0.34 -2.06 0.32  -0.73
P -2.56 -1.69 -2.47  -0.32
O -3.07 -3.07 -1.77  -0.40
O -1.29 -2.13 -3.41  -0.48
H 1.47 -0.90 3.31  0.50
H 0.75 0.42 2.35  0.00
H 1.52 -0.97 1.58  0.18
H 2.78 1.52 2.60  0.39
H 3.55 -0.02 3.13  0.31
H 4.60 0.77 1.07  0.33
H 3.65 -0.69 0.77  0.40
H 3.48 1.61 -0.78  0.43
H 2.21 1.89 0.37  0.42
H 2.07 -0.87 -0.76  0.28
H 2.17 0.35 -2.01  0.36
H 0.15 0.41 0.19  -0.32
H 0.31 1.58 -1.11  0.36
H -0.51 0.06 -2.61  0.27
H -2.14 1.40 -1.35  0.34
H -3.53 0.37 -1.27  0.50
H -1.94 0.60 1.29  0.32
H -3.66 0.39 0.98  0.30
H -3.38 2.76 0.01  0.24
H -2.17 2.82 1.15  0.24
H -2.33 -3.54 -1.36  0.36
H -0.55 -2.45 -2.87  0.35



5.
ORCA calculation (ωB97M-V/def2-TZVPD) on C13H14IN3OW as an isolated structure.

Values from the calculation:
2S+1   3
Gap between HOMO and LUMO (alpha / beta)   5.979 / 6.511 eV
Largest force on an atom   4.89 eV/Å
Net charge   +2
Energy above the lowest of the compared OMol25 structures with the same formula, charge and spin   77.43 kJ/mol
E_LUMO (alpha / beta)   -9.69 / -9.31 eV
Molar mass   539.019 Da

Last column: Löwdin spin population.
Geometry (Å):
C 3.55 4.16 0.94  0.00
C 4.73 3.27 0.57  0.00
H 3.24 4.76 0.08  0.00
H 3.82 4.85 1.74  0.00
H 2.68 3.58 1.26  0.00
H 4.43 2.47 -0.13  0.00
H 5.52 3.85 0.08  0.00
H 5.16 2.80 1.45  0.00
C -2.82 1.00 -0.85  0.02
C -4.02 0.91 -1.55  0.00
C -4.28 -0.18 -2.37  0.02
C -3.32 -1.16 -2.48  0.00
H -2.56 1.84 -0.21  0.00
H -4.74 1.73 -1.42  0.00
H -5.22 -0.24 -2.91  0.00
H -3.47 -2.04 -3.11  0.00
N -1.90 0.00 -0.91  0.02
C -2.12 -1.06 -1.79  0.02
C -1.05 -2.02 -1.83  0.01
N 0.02 -1.71 -1.02  0.04
C 1.09 -2.59 -1.05  0.02
C -0.06 -4.09 -2.59  0.00
C 1.05 -3.77 -1.81  0.00
H 1.94 -2.32 -0.44  0.00
H 1.91 -4.45 -1.78  0.00
C -1.12 -3.20 -2.60  0.00
H -2.02 -3.40 -3.19  0.00
H -0.09 -5.01 -3.18  0.00
W -0.20 0.03 0.17  1.76
I -0.17 2.62 0.98  0.04
O 0.00 0.06 4.40  0.01
C 0.02 -0.23 3.25  0.02
N -0.01 -0.44 2.04  0.01



6.
ORCA calculation (ωB97M-V/def2-TZVPD) on C10H25FTa as an isolated structure.

Values from the calculation:
Gap between HOMO and LUMO   7.807 eV
Largest force on an atom   2.50 eV/Å
Net charge   -1
E_LUMO   3.17 eV
Molar mass   345.256 Da

Last column: Mulliken charge in e.
Geometry (Å):
C 3.87 -2.62 -0.20  -1.34
C 3.69 -1.37 0.65  -0.51
C 2.42 -0.60 0.31  -0.34
C 2.47 0.83 0.81  -0.73
C 1.18 1.66 0.68  -0.89
C 0.07 1.05 -0.15  0.28
C -1.13 1.99 -0.28  -0.76
C -1.92 1.87 -1.58  -0.86
C -2.95 0.74 -1.66  -0.35
C -2.55 -0.61 -1.05  -1.28
Ta -3.21 -0.97 1.11  0.93
F -4.17 0.75 1.38  -0.61
H 3.00 -3.26 -0.10  0.31
H 3.99 -2.37 -1.25  0.33
H 4.74 -3.19 0.12  0.40
H 4.56 -0.72 0.55  0.38
H 3.66 -1.67 1.70  0.32
H 2.28 -0.62 -0.77  0.27
H 1.57 -1.12 0.74  0.34
H 2.76 0.81 1.86  0.22
H 3.29 1.33 0.29  0.31
H 0.79 1.83 1.67  0.26
H 1.43 2.64 0.27  0.33
H -0.27 0.14 0.33  -0.10
H 0.42 0.76 -1.14  0.32
H -0.76 3.02 -0.22  0.49
H -1.79 1.86 0.57  0.25
H -1.22 1.79 -2.41  0.36
H -2.45 2.81 -1.72  0.32
H -3.88 1.09 -1.23  0.23
H -3.16 0.59 -2.72  0.34
H -1.50 -0.82 -1.22  0.21
H -3.08 -1.39 -1.61  0.40
H -1.62 -0.27 1.80  -0.26
H -3.57 -1.53 2.86  -0.12
H -4.71 -1.91 0.51  -0.18
H -2.26 -2.54 1.07  -0.25



7.
ORCA calculation (ωB97M-V/def2-TZVPD) on one molecule with the formula C2N4O.

Values from the calculation:
Gap between HOMO and LUMO   7.662 eV
Largest force on an atom   3.42 eV/Å
Net charge   0
Energy above the lowest of the compared OMol25 structures with the same formula, charge and spin   239.07 kJ/mol
E_LUMO   -1.63 eV
Molar mass   96.049 Da

Last column: Mulliken charge in e.
Geometry (Å):
C -0.90 -0.84 -0.02  0.10
C -1.62 0.22 0.00  0.48
N 0.21 -1.41 -0.02  -0.33
N 1.35 -0.78 0.01  -0.24
N 1.53 0.44 0.09  0.70
N 1.99 1.47 -0.06  -0.36
O -2.56 0.90 0.01  -0.36



8.
ORCA calculation (ωB97M-V/def2-TZVPD) on a 2-piece molecular cluster, C4H10OS overall.

Values from the calculation:
Gap between HOMO and LUMO   9.669 eV
Largest force on an atom   4.22 eV/Å
Net charge   0
Structure (SMILES)   C=CO.CCS
Energy above the lowest of the compared OMol25 structures with the same formula, charge and spin   190.84 kJ/mol
E_LUMO   0.77 eV
Molar mass   106.190 Da

Last column: Mulliken charge in e.
Geometry (Å):
C 2.20 1.48 0.20  -0.70
C 1.88 0.52 -0.70  0.06
O 2.19 -0.76 -0.23  -0.50
H 2.48 2.51 -0.18  0.21
H 2.31 1.20 1.24  0.30
H 1.81 0.67 -1.76  0.32
H 2.95 -0.67 0.36  0.29
C -2.56 -0.51 0.79  -1.15
C -1.41 -0.19 -0.09  -0.25
S -1.22 -1.38 -1.54  -0.23
H -3.50 -0.39 0.27  0.31
H -2.74 -1.53 1.17  0.33
H -2.55 0.07 1.73  0.31
H -0.49 -0.09 0.50  0.22
H -1.35 0.83 -0.50  0.38
H 0.00 -1.77 -1.25  0.11



Computed values of E (unit: eV) for the preceding records, in sequence: -26544.7612, -42716.9742, -58521.6526, -31188.3614, -30135.7366, -15042.5951, -10075.7168, -17190.8474.